Computed, not measured: 2 unconnected molecules or ions with the total composition C9H15NO, with ωB97M-V/def2-TZVPD.

Each line ends with the Mulliken charge.
Geometry (Å):
C -2.620 1.063 1.179  0.48
C -0.893 2.881 0.855  -0.73
C -0.360 2.152 2.064  -0.51
C -1.377 1.577 1.138  0.62
C -0.184 -1.903 -1.505  -1.65
C 1.749 -0.657 -0.426  -1.82
C -0.067 -1.548 0.969  -2.21
C -0.682 0.320 -0.695  -1.36
C 0.204 -0.838 -0.454  2.22
N -3.543 0.409 1.347  -0.56
O -0.383 1.186 -1.700  -0.49
H -1.528 3.802 1.128  0.24
H -0.083 3.091 0.208  0.24
H 0.678 1.674 2.209  0.20
H -0.705 2.399 3.160  0.21
H -1.214 -2.054 -1.751  0.41
H 0.192 -2.910 -1.373  0.40
H 0.356 -1.513 -2.436  0.31
H 1.732 0.243 0.215  0.38
H 2.171 -0.493 -1.367  0.45
H 2.135 -1.417 0.111  0.53
H -1.051 -1.667 0.960  0.67
H 0.427 -2.512 1.074  0.49
H 0.179 -1.087 1.838  0.45
H -1.713 0.057 -0.627  0.66
H 0.576 1.242 -1.796  0.37

Output
**Spin multiplicity**: 3
**Orbital gap (alpha / beta)**: 0.24250 / 0.33581 hartree
**LUMO (alpha / beta)**: 0.61 / -1.67 eV
**Relative energy (zero: lowest compared OMol25 entry of this formula, charge and spin)**: 1.572 eV
**HOMO (alpha / beta)**: -5.992 / -10.807 eV

=====

Computed, not measured: a molecular structure, C21H32BF9N4O3P2RbS, with ωB97M-V/def2-TZVPD.

Each line ends with the Mulliken charge.
Geometry (Å):
Rb 1.181 0.538 -0.565  0.70
C 3.395 3.135 2.595  -1.14
C 2.188 3.578 1.819  0.72
C 2.311 4.043 0.509  -0.50
C 1.215 4.556 -0.170  -0.15
C -0.031 4.590 0.441  -0.54
C -0.176 4.096 1.729  -0.19
C 0.926 3.597 2.408  -0.47
H 4.055 2.529 1.980  0.03
H 3.109 2.544 3.464  0.32
H 3.960 4.005 2.940  0.34
H 3.279 4.024 0.022  0.34
H 1.332 4.917 -1.183  0.29
H -0.886 4.993 -0.088  0.35
H -1.148 4.106 2.210  0.38
H 0.808 3.225 3.420  0.28
C -3.102 0.484 3.109  -0.97
N -2.716 -0.823 2.597  0.17
C -3.764 -1.823 2.669  -1.03
P -1.626 -0.876 1.339  -0.26
O -0.636 0.202 1.444  -0.16
O -2.601 -0.753 0.037  -0.41
P -1.961 -0.464 -1.437  1.22
O -0.546 -0.851 -1.477  -1.15
N -2.895 -1.422 -2.414  0.41
C -4.315 -1.141 -2.534  -1.06
C -2.275 -2.060 -3.571  -0.99
N -2.459 1.102 -1.686  0.23
C -2.130 1.617 -3.025  -0.88
C -2.281 2.098 -0.628  -0.55
N -1.087 -2.435 1.313  0.62
C -1.350 -3.388 0.245  -1.00
C 0.144 -2.702 2.063  -1.01
H -3.319 0.408 4.178  0.38
H -3.997 0.874 2.606  0.29
H -2.278 1.180 2.964  0.21
H -4.047 -1.978 3.713  0.35
H -3.398 -2.764 2.263  0.27
H -4.659 -1.520 2.111  0.26
H -4.668 -0.663 -1.622  0.23
H -4.860 -2.077 -2.676  0.36
H -4.533 -0.481 -3.381  0.30
H -1.196 -2.071 -3.436  0.26
H -2.506 -1.527 -4.500  0.36
H -2.632 -3.089 -3.665  0.29
H -2.102 0.801 -3.747  0.28
H -1.154 2.105 -3.052  0.21
H -2.898 2.333 -3.328  0.32
H -2.564 1.677 0.332  0.00
H -2.936 2.946 -0.841  0.46
H -1.255 2.466 -0.558  0.17
H -2.228 -3.095 -0.325  0.30
H -1.524 -4.375 0.683  0.40
H -0.502 -3.458 -0.442  0.29
H 0.354 -1.872 2.735  0.39
H 0.992 -2.832 1.388  0.14
H 0.028 -3.614 2.655  0.38
F 5.014 -5.570 -0.023  -0.33
C 4.992 -4.240 0.177  0.29
C 3.818 -3.523 0.056  0.05
F 2.674 -4.162 -0.260  -0.33
C 3.811 -2.162 0.263  -0.14
F 2.630 -1.522 0.119  0.12
C 4.948 -1.412 0.606  0.16
S 4.903 0.264 0.869  -0.56
C 6.122 -2.189 0.716  0.31
F 7.274 -1.591 1.036  -0.35
C 6.148 -3.549 0.506  0.23
F 7.299 -4.233 0.621  -0.32
F 2.675 0.949 -3.282  -0.39
B 1.685 1.855 -3.690  0.46
F 0.669 1.175 -4.393  -0.41
F 2.208 2.889 -4.456  -0.33
F 1.094 2.404 -2.495  -0.28

Output
**Spin multiplicity**: 1
**Orbital gap**: 0.20778 hartree
**LUMO**: 1.72 eV
**Charge**: -1
**Relative energy (zero: lowest compared OMol25 entry of this formula, charge and spin)**: 1.196 eV
**HOMO**: -3.936 eV

=====

Computed, not measured: a molecular structure, C20H28NO5RuS, with ωB97M-V/def2-TZVPD.

Each line ends with the Mulliken charge.
Geometry (Å):
Ru -0.076 0.670 -0.121  1.60
C -3.417 1.266 1.445  -0.96
O -2.066 1.684 1.505  -0.04
C -1.908 3.095 1.394  -0.44
C -1.889 3.543 -0.058  -0.57
O -0.731 3.108 -0.751  -0.12
C 0.386 3.975 -0.611  -0.77
H -3.983 1.691 2.281  0.27
H -3.422 0.180 1.516  0.25
H -3.891 1.551 0.500  0.39
H -0.958 3.322 1.878  0.11
H -2.717 3.603 1.935  0.55
H -1.967 4.637 -0.115  0.44
H -2.733 3.113 -0.603  0.24
H 0.115 4.984 -0.939  0.32
H 1.166 3.577 -1.257  0.16
H 0.751 3.991 0.418  0.30
O 2.031 -0.910 -2.816  -0.64
C 0.989 -0.311 -2.638  0.27
O 0.907 0.760 -1.885  -0.86
C -0.283 -0.755 -3.320  0.28
C -0.091 -1.375 -4.556  -0.70
C -1.150 -1.829 -5.317  -0.57
C -2.441 -1.685 -4.829  -0.56
C -2.650 -1.099 -3.597  -0.87
C -1.589 -0.618 -2.821  0.96
S -2.091 0.060 -1.257  -0.32
H 0.928 -1.489 -4.899  0.45
H -0.971 -2.291 -6.277  0.39
H -3.287 -2.037 -5.404  0.36
H -3.654 -1.000 -3.208  0.45
C 3.068 1.240 2.072  -1.43
C 1.581 1.134 2.384  0.87
C 1.222 1.881 3.664  -1.50
O 0.836 1.673 1.324  -0.57
H 3.661 0.645 2.769  0.38
H 3.393 2.279 2.146  0.38
H 3.281 0.908 1.056  0.27
H 1.318 0.072 2.532  0.01
H 1.430 2.945 3.535  0.33
H 1.803 1.518 4.514  0.42
H 0.163 1.761 3.891  0.31
C 1.984 -5.274 1.813  -1.48
C 1.512 -3.966 1.254  1.21
C 2.412 -2.992 0.835  -1.05
C 1.939 -1.810 0.301  -0.29
N 0.634 -1.550 0.173  0.42
C -0.240 -2.485 0.558  -0.55
C 0.158 -3.692 1.099  -0.95
H 2.944 -5.165 2.313  0.38
H 2.109 -5.999 1.007  0.29
H 1.264 -5.684 2.519  0.39
H 3.480 -3.150 0.915  0.41
H 2.615 -1.049 -0.067  0.53
H -1.284 -2.239 0.405  0.40
H -0.591 -4.415 1.394  0.40

Output
**Spin multiplicity**: 6
**Orbital gap (alpha / beta)**: 0.28540 / 0.25030 hartree
**LUMO (alpha / beta)**: 0.42 / -1.05 eV
**Relative energy (zero: lowest compared OMol25 entry of this formula, charge and spin)**: 0.105 eV
**HOMO (alpha / beta)**: -7.345 / -7.859 eV

=====

Number 1: E_tot -481.6425 Eh, strongest force on any atom 5.340 eV/A. Number 2: E_tot -3293.3207 Eh, strongest force on any atom 2.639 eV/A. Number 3: E_tot -1702.8562 Eh, strongest force on any atom 0.623 eV/A.